(1)
Formula: C27H62B2MgO13S6
Source: OMol25
Level of theory: the ωB97M-V functional and the def2-TZVPD basis

Geometry as XYZ:
```
111
C27H62B2MgO13S6 | OMol25 | the ωB97M-V functional and the def2-TZVPD basis
Mg 2.02533 0.31832 0.28075
B 0.01255 -0.02799 0.43776
H 0.55842 -0.70829 -0.31028
H 0.56445 -0.19258 1.44238
H 0.29306 1.05629 0.16294
H -1.16815 -0.14133 0.41801
B 3.27270 1.10976 1.80510
H 3.86542 0.95280 0.80896
H 3.09288 0.03376 2.30005
H 3.88155 1.88159 2.47516
H 2.22022 1.53987 1.62263
C -0.55804 3.69330 2.50425
C -0.22966 4.12533 1.09618
O 0.85242 4.57714 0.79023
C -1.37056 4.08723 0.11316
H -1.00411 4.56009 3.00082
H 0.35874 3.41870 3.01932
H -1.30118 2.90692 2.47000
H -1.11041 3.57493 -0.80715
H -1.73569 5.09653 -0.07674
H -2.19534 3.51849 0.54410
C -1.86748 1.37206 -4.25143
C -2.99075 2.11249 -4.97417
C -4.27627 1.78884 -4.25654
S -3.81760 1.84955 -2.48185
O -4.31237 0.66490 -1.82434
O -4.10444 3.11709 -1.86872
C -2.00762 1.74764 -2.79437
H -0.90263 1.69357 -4.64461
H -1.88390 0.28635 -4.35325
H -2.97661 1.83998 -6.03536
H -2.77495 3.18197 -5.07022
H -4.45421 0.73125 -4.47781
H -5.19819 2.30236 -4.50723
H -1.69924 1.02264 -2.03881
H -1.61836 2.72267 -2.52068
C 1.68307 -3.71864 3.10187
C 2.76884 -2.73273 3.57541
C 3.88932 -2.84977 2.55959
S 3.08986 -2.88889 0.97237
O 3.79139 -3.69250 0.00491
O 2.78460 -1.53550 0.57785
C 1.59812 -3.75286 1.57000
H 0.73349 -3.49844 3.57907
H 1.96517 -4.70345 3.48328
H 3.18502 -3.06945 4.52269
H 2.40200 -1.70839 3.61862
H 4.40618 -3.80113 2.71660
H 4.65577 -2.07608 2.57491
H 1.64957 -4.77290 1.19912
H 0.71733 -3.25137 1.17784
C 2.37901 -3.64288 -3.39674
C 0.97039 -3.42097 -2.77896
C 0.57179 -1.96672 -2.99606
S 2.05784 -0.95683 -3.04835
O 2.36854 -0.53068 -1.70795
O 1.96266 0.03129 -4.08806
C 3.14061 -2.31323 -3.52464
H 2.20738 -4.01732 -4.40572
H 2.99236 -4.35496 -2.85526
H 1.10812 -3.65397 -1.72506
H 0.18354 -3.97033 -3.28514
H -0.09740 -1.49740 -2.27289
H 0.12172 -1.80330 -3.97711
H 4.12088 -2.24248 -3.06299
H 3.30025 -2.16576 -4.59410
C 4.82890 3.66845 -2.58979
C 4.26583 4.97988 -2.03804
C 3.20436 4.54990 -1.01742
S 2.37380 3.14729 -1.76849
O 1.22407 3.57157 -2.51576
O 2.34198 2.02408 -0.85204
C 3.68744 2.74591 -2.94388
H 5.47896 3.22994 -1.82235
H 5.48800 3.78996 -3.45283
H 3.78393 5.55188 -2.83932
H 5.02668 5.64895 -1.64622
H 2.39916 5.22745 -0.74129
H 3.70386 4.28989 -0.08419
H 3.28764 3.04043 -3.91672
H 3.88481 1.68004 -2.95505
C -0.83084 -0.57860 4.86912
C -1.80721 -1.00970 3.77092
C -2.55939 0.24926 3.40729
S -2.78766 1.21376 4.94908
O -4.12271 0.98762 5.43254
O -2.27948 2.54425 4.74642
C -1.57322 0.25385 5.89992
H -0.00043 -0.01426 4.43373
H -0.34514 -1.40209 5.40251
H -2.39191 -1.87608 4.09178
H -1.28623 -1.34373 2.87063
H -3.52161 0.14175 2.91546
H -1.89267 0.86108 2.80236
H -2.17666 -0.35098 6.57431
H -0.86958 0.91765 6.39303
C -3.25509 -4.01053 0.96847
C -2.76644 -3.07340 -0.14061
C -3.64545 -1.83322 -0.18514
S -5.13231 -2.18262 0.76052
O -6.28971 -2.01593 -0.06714
O -5.03774 -1.49789 2.02531
C -4.77485 -3.92653 1.02493
H -2.82757 -3.67277 1.92409
H -2.88277 -5.03384 0.90454
H -2.75655 -3.64770 -1.07429
H -1.71344 -2.79298 -0.07213
H -3.98221 -1.69453 -1.21185
H -3.18098 -0.89901 0.11197
H -5.16722 -4.51025 0.19155
H -5.26976 -4.20486 1.95074
```

Properties
ΔE to the lowest compared entry with this formula, charge and spin   0.00 kcal/mol
HOMO   -9.0 eV
Charge   0
Calculated total energy   -127428.729 eV


(2)
Formula: H4N4O4S
Source: OMol25
Level of theory: the ωB97M-V functional and the def2-TZVPD basis

Geometry as XYZ:
```
13
H4N4O4S | OMol25 | the ωB97M-V functional and the def2-TZVPD basis
N 0.35350 -0.15885 -1.30804
N -1.20892 1.40809 -0.21576
N 0.82551 -0.15813 0.02406
N 1.26615 -1.39419 0.46794
O 1.35260 -2.23758 -0.35621
O 1.55362 -1.47345 1.62436
O -1.48828 -0.75205 0.79712
O -0.16599 0.92187 2.01004
S -0.61707 0.33712 0.79601
H 0.44600 0.84835 -1.56909
H 0.84943 -0.86689 -1.84087
H -2.17547 1.22416 -0.53195
H -0.99108 2.30155 0.10238
```

Properties
ΔE to the lowest compared entry with this formula, charge and spin   21.81 kcal/mol
HOMO   -10.0 eV
Charge   0
Calculated total energy   -25044.684 eV


(3)
Formula: C33H23F2N4O3ReS
Source: OMol25
Level of theory: the ωB97M-V functional and the def2-TZVPD basis

Geometry as XYZ:
```
67
C33H23F2N4O3ReS | OMol25 | the ωB97M-V functional and the def2-TZVPD basis
Re 1.09904 0.27395 -0.16415
C -0.19122 -3.34956 2.56392
O -0.29849 -2.18490 1.77166
C -1.17437 -1.22141 2.15761
C -1.72138 -1.11698 3.43063
C -2.58228 -0.06878 3.73220
C -2.91189 0.87480 2.77300
C -2.36877 0.76899 1.50142
C -1.50362 -0.26728 1.19715
N -0.88433 -0.29457 -0.10498
N -1.74800 -0.36778 -1.02699
C -1.37757 -0.31932 -2.35585
C -0.08306 -0.15026 -2.85294
O 0.98605 0.05597 -2.12119
C 0.13069 -0.17613 -4.26782
C -0.89764 -0.33403 -5.12986
C -2.24057 -0.48056 -4.66388
C -3.31273 -0.62449 -5.56771
C -4.59753 -0.75601 -5.11558
C -4.84426 -0.74753 -3.73190
C -3.81781 -0.61209 -2.83383
C -2.48466 -0.47408 -3.27834
H 0.12275 -3.13069 3.58762
H 0.57307 -3.95810 2.08698
H -1.13934 -3.89357 2.57997
H -1.48604 -1.84984 4.18878
H -2.99699 0.00188 4.72907
H -3.57958 1.69139 3.01015
H -2.58903 1.49630 0.73049
H 1.15025 -0.05327 -4.60694
H -0.71660 -0.34618 -6.19823
H -3.09866 -0.62622 -6.63002
H -5.41698 -0.86361 -5.81359
H -5.85888 -0.84806 -3.36830
H -4.01694 -0.60900 -1.77276
F -1.37792 4.84563 -1.76897
C -0.82483 4.14144 -0.76167
C -0.25255 2.92141 -1.03527
C 0.32630 2.17934 0.00428
C 0.29883 2.72476 1.31360
C -0.30226 3.96559 1.51662
F -0.36307 4.49500 2.76187
C -0.87314 4.70131 0.50624
C 0.86259 1.88049 2.36499
C 1.04444 2.22169 3.70997
C 1.59938 1.30710 4.57657
C 1.98064 0.05250 4.11304
C 1.78960 -0.23023 2.78220
N 1.24136 0.65293 1.93355
H -0.26177 2.56050 -2.05517
H -1.33271 5.65923 0.69324
H 0.75142 3.19931 4.05186
H 1.74276 1.57305 5.61595
H 2.42339 -0.68712 4.76417
H 2.05660 -1.18030 2.33910
O 2.04789 -1.64854 0.01544
N 3.35927 -1.73265 -0.25653
C 3.86171 -2.98881 -0.29868
C 5.18553 -3.21171 -0.53862
C 6.02030 -2.10490 -0.74344
C 5.48957 -0.84552 -0.69989
C 4.11932 -0.63152 -0.45266
S 3.41319 0.93403 -0.38885
H 3.11987 -3.75429 -0.13435
H 5.55457 -4.22553 -0.56869
H 7.07484 -2.24352 -0.93813
H 6.10224 0.03036 -0.85757
```

Properties
HOMO (alpha / beta)   -7.0 / -6.5 eV
Charge   0
Calculated total energy   -65097.354 eV
Multiplicity   3